No. 1
A molecular structure, C7H3BrF6NO2PPbS3. Source: OMol25; level of theory: ωB97M-V/def2-TZVPD.

The geometry in XYZ format:
```
25
Properties=species:S:1:pos:R:3
Pb -1.37875 -0.02050 1.90900
S 3.42737 1.40214 0.17049
C 1.92759 0.78864 0.71299
S 1.44834 2.15050 -0.18794
S 1.40405 -0.46627 1.59633
Br -4.66887 -2.89461 -3.08900
C -3.18456 -3.49182 -2.23456
C -2.37550 -4.49223 -2.88529
N -1.27282 -4.95525 -2.35784
C -0.90398 -4.44494 -1.17477
C -1.64561 -3.47349 -0.44834
C -2.80905 -2.99389 -0.97468
C -1.04309 -2.91268 0.82475
O 0.09638 -3.21341 1.10384
O -1.83033 -2.11729 1.47905
H -2.69099 -4.88239 -3.84693
H 0.03116 -4.79474 -0.75293
H -3.39141 -2.23715 -0.46887
F -0.94246 -0.36976 -0.58683
P -2.03309 0.73367 -1.23056
F -2.59396 -0.41080 -2.19245
F -3.06318 0.19275 -0.03341
F -3.09435 1.79084 -1.68604
F -1.42441 1.77594 -0.08660
F -0.94672 1.19298 -2.27239
```

As for the LUMO energy (spin up / spin down): -4.289 / -8.018 eV. As for the total charge: +1. The value obtained for the gap between HOMO and LUMO (spin up / spin down) is 8.17 / 4.44 eV. As for the spin multiplicity: 2. The calculation puts the HOMO energy (spin up / spin down) at -12.5 / -12.5 eV. As for the energy above the lowest of the compared OMol25 structures with the same formula, charge and spin: 0.0 kJ/mol.

=====

No. 2
A molecular structure, C5H5N. Source: OMol25; level of theory: ωB97M-V/def2-TZVPD.

The geometry in XYZ format:
```
11
Properties=species:S:1:pos:R:3
C -0.10823 -0.08263 0.57374
C -0.71984 -0.65898 -0.90581
C 0.97140 0.21280 -1.34943
C 1.05863 0.46912 0.00137
C -0.80449 0.04511 1.69715
N 0.17398 -0.90695 -1.76824
H -1.73984 -1.01579 -0.95584
H 1.59956 0.63133 -2.12137
H 1.79799 1.07563 0.49777
H -1.67794 -0.56100 1.89222
H -0.55122 0.79137 2.43845
```

As for the LUMO energy: -0.107 eV. The value obtained for the gap between HOMO and LUMO is 8.41 eV. As for the spin multiplicity: 1. The calculation puts the HOMO energy at -8.5 eV. As for the energy above the lowest of the compared OMol25 structures with the same formula, charge and spin: 346.6 kJ/mol.

=====

No. 3
2 unconnected molecules or ions with the total composition ClHNO3P. Source: OMol25; level of theory: ωB97M-V/def2-TZVPD.

The geometry in XYZ format:
```
7
Properties=species:S:1:pos:R:3
N 2.12743 0.74540 -0.29785
O -2.71362 1.18641 2.60048
O -1.07646 -0.49566 3.65314
O -2.63779 -1.36125 1.75300
P -2.10383 -0.20304 2.59825
Cl 1.03194 0.35305 -1.74382
H 1.45477 0.48928 0.51575
```

As for the LUMO energy: 6.551 eV. As for the total charge: -2. The value obtained for the gap between HOMO and LUMO is 5.67 eV. As for the spin multiplicity: 1. The calculation puts the HOMO energy at 0.9 eV. As for the energy above the lowest of the compared OMol25 structures with the same formula, charge and spin: 53.9 kJ/mol.

=====

No. 4
A molecular structure, C25H49IrNO2P2S. Source: OMol25; level of theory: ωB97M-V/def2-TZVPD.

The geometry in XYZ format:
```
81
Properties=species:S:1:pos:R:3
Ir 0.26574 0.16360 -0.03893
C -0.08214 1.83672 0.82953
O -0.44220 2.79671 1.38202
C 0.50060 -1.44916 -0.98375
O 0.45757 -2.48301 -1.52887
P -0.36867 1.21470 -2.15530
C 1.22707 1.94719 -2.77564
H 0.98031 2.40502 -3.74731
C -0.87213 0.10178 -3.55933
H -0.16509 -0.74155 -3.45803
C -1.49492 2.69586 -2.10369
H -1.02864 3.32015 -1.31965
C 0.06782 -0.22634 3.65556
P 0.88031 -0.79188 2.09638
H 3.21327 -0.78924 2.72080
H 0.23284 0.86644 3.65767
C 1.25174 -2.59984 2.37701
H 1.64908 -2.64460 3.40790
C -2.28766 -0.47175 -3.40517
H -2.37759 -1.33482 -4.08352
H -3.05928 0.25762 -3.68708
H -2.48850 -0.81865 -2.38261
C -0.68794 0.67956 -4.97024
H -1.42050 1.46305 -5.19256
H -0.84200 -0.13691 -5.68959
H 0.31609 1.07930 -5.14126
C -1.51912 3.51948 -3.39976
H -0.52197 3.73999 -3.79567
H -1.99761 4.48270 -3.17138
H -2.11514 3.03251 -4.18114
C -2.93051 2.40667 -1.64958
H -3.45203 3.37031 -1.55108
H -2.96228 1.91070 -0.67435
H -3.47580 1.79087 -2.37420
C 1.72886 3.04736 -1.83612
H 1.02576 3.88689 -1.75464
H 2.69042 3.42923 -2.20189
H 1.90328 2.66476 -0.82174
C 2.28547 0.86288 -3.00082
H 2.55774 0.35949 -2.06339
H 3.19898 1.33307 -3.38988
H 1.95728 0.09528 -3.71290
C 0.74202 -0.81825 4.90634
H 1.83361 -0.70870 4.89782
H 0.49499 -1.88101 5.03238
H 0.36187 -0.28959 5.79145
C -1.44841 -0.44564 3.70899
H -1.71635 -1.50918 3.73692
C 3.08525 0.04304 0.72422
H -1.95994 0.01819 2.85722
H -1.83175 0.01780 4.63072
C 2.63901 1.29242 2.88786
H 2.29903 0.54381 0.08428
H 3.97251 0.67442 0.67621
H 3.30579 -0.92307 0.25978
C 2.59526 -0.06446 2.16941
H 3.62060 1.75968 2.71338
H 2.49478 1.18662 3.97257
H 1.87233 1.98777 2.50767
C 2.32634 -3.15441 1.43827
H 2.01368 -3.09740 0.38976
H 2.48399 -4.21338 1.68074
H 3.28471 -2.63854 1.55555
C -0.01639 -3.45467 2.32447
H -0.54518 -3.33061 1.37114
H -0.71733 -3.22738 3.13838
H 0.25643 -4.51658 2.41301
H 4.19663 2.23066 -0.01319
H 4.02802 2.45349 -0.70860
S -2.51359 -0.59072 0.28311
C -2.88532 -2.21420 0.66096
N -2.53160 -3.18436 -0.25375
C -2.76307 -4.51546 -0.04548
C -3.34661 -4.92372 1.13689
C -3.74620 -3.96346 2.07062
C -3.55309 -2.61311 1.82260
H -2.11110 -2.87218 -1.13356
H -2.47245 -5.17692 -0.85701
H -3.50973 -5.98353 1.30942
H -4.23022 -4.27286 2.99478
H -3.88261 -1.81944 2.49199
```

As for the LUMO energy (spin up / spin down): -13.487 / -17.116 eV. As for the total charge: +4. The value obtained for the gap between HOMO and LUMO (spin up / spin down) is 4.57 / 4.81 eV. As for the spin multiplicity: 6. The calculation puts the HOMO energy (spin up / spin down) at -18.1 / -21.9 eV. As for the energy above the lowest of the compared OMol25 structures with the same formula, charge and spin: 0.0 kJ/mol.

=====

One value per record, in order, for largest force on an atom: 0.120, 4.705, 2.484, 7.100 eV/Å.
One value per record, in order, for DFT total energy: -5375.68064, -248.14304, -1082.64373, -2370.67937 Ha.